Density functional theory data (ωB97M-V with the def2-TZVPD basis set) for a molecular structure, C53H102F2N5O34S14.

Last column: Mulliken charge in e.
Cartesian coordinates (Å):
S -1.19240 2.78745 5.78209  0.21
S -0.86359 0.80970 0.01727  0.61
S 2.66727 -3.77540 -4.56073  0.91
S 3.51536 2.44597 3.79556  1.33
S 4.35055 -3.01680 2.29442  0.39
S -4.19469 -0.47899 6.90877  0.54
S -5.38501 -6.80239 2.22813  1.09
S 1.70341 1.24574 -0.75330  -0.04
S -0.69684 -3.26924 3.66105  0.14
S -4.27895 -1.08622 -1.38644  1.06
S -5.99094 -2.62549 2.51173  1.07
S 6.72653 -1.89286 -4.88817  1.03
S -1.99399 2.55179 -4.24159  0.65
S -6.13425 4.32446 1.64665  1.01
F 1.35786 2.72583 -0.94955  -0.12
F -1.48032 1.09299 1.47072  0.05
O 6.52717 2.24071 -2.95590  -0.50
O -6.46868 3.14557 2.33503  -0.51
O 7.95410 -1.14225 -4.91012  -0.68
O -5.94155 -8.12392 2.37977  -0.67
O -2.08156 2.39708 6.92360  -0.65
O -7.30853 -3.20529 2.44123  -0.82
O -1.27039 -0.50592 -0.25327  -0.43
O -1.30820 8.97960 3.99241  -0.60
O -4.55618 4.14186 1.20928  -0.12
O -3.02797 -0.73369 5.97620  -0.59
O 0.54720 -8.64175 -0.96816  -0.60
O -4.92157 -3.08674 1.71507  -0.49
O 5.71932 -1.25810 -3.85100  0.30
O -0.83229 3.17561 -4.91744  -0.64
O 0.98292 -8.27062 -3.00484  -0.63
O 0.51299 -3.91683 3.07501  -0.67
O 2.39806 3.01753 4.45072  -0.49
O 6.83334 -3.30735 -4.61217  -0.70
O -6.91225 4.69684 0.51440  -0.65
O 1.41542 0.61701 -2.04536  -0.02
O -6.05914 -1.08178 2.16752  0.16
O -3.87206 -7.07596 1.78416  -0.37
O 3.29996 5.12128 -7.84011  -0.65
O -4.03925 -0.46208 -2.75462  -0.86
O 5.31993 5.47611 -7.10414  -0.60
O 4.86020 2.56502 4.44411  -0.74
O -1.47103 1.85373 -0.69321  -0.58
O 8.04472 2.50669 -4.39749  -0.66
O -5.32644 -5.85750 3.26662  -0.52
O 3.67386 3.21741 2.42847  -0.10
O 3.31755 -2.97179 -5.63882  -0.93
O 3.08072 1.28373 -0.34686  -0.19
O 5.26954 -1.92522 2.01940  -0.57
O -2.95048 8.20570 2.76779  -0.58
N 1.13052 -8.03359 -1.81398  1.06
N 6.91754 2.28138 -4.09751  1.00
N -1.83849 8.12943 3.29255  0.96
N 0.63199 1.00645 0.42593  -0.06
N 4.14124 5.31980 -6.93638  1.12
C 4.05321 -5.17169 -0.56060  -0.42
C 4.39216 5.80549 -4.55913  -0.54
C -7.19317 -0.27205 2.51242  -0.22
C -5.95052 -1.77801 -1.46437  -1.12
C 3.76889 -2.98493 4.00504  -0.58
C -1.25894 5.91431 2.08512  -0.04
C 4.10524 1.69494 -7.20763  -0.33
C -6.22052 -6.04753 0.82560  -0.37
C 3.74766 1.35861 -5.93474  -1.06
C -4.28568 2.84542 0.47747  1.24
C 2.77170 -2.63549 1.52071  0.04
C 1.83335 -5.22587 -5.29871  -1.20
C -4.62494 2.90460 -0.98795  -0.78
C -1.29738 -2.14536 2.44711  0.00
C -2.30372 2.88509 4.34725  -0.09
C -3.22197 2.23551 -5.52239  -1.17
C -5.59881 -2.67068 4.25305  -0.99
C 3.28189 0.82026 3.18080  -0.94
C 6.33604 2.18032 -6.47875  -0.31
C 5.94208 1.79680 -5.19374  0.35
C 2.08110 -6.54559 -0.13028  -0.14
C 5.44649 2.07593 -7.52120  -0.99
C 1.24165 5.88275 3.19202  -0.57
C 0.88263 4.94391 2.23837  -0.20
C 4.67692 1.38046 -4.92765  0.69
C 3.06434 -6.51383 -2.34492  -0.50
C 1.16173 -2.76583 -4.13027  -0.98
C 2.11990 -6.99257 -1.44124  -0.17
C 4.94246 3.18764 1.69549  -0.49
C -5.94132 5.70086 2.71718  -0.81
C 3.60885 5.28767 -5.60188  0.11
C -0.33918 4.98274 1.64410  -1.00
C 4.06105 -5.59933 -1.85206  -0.67
C -2.92470 -5.94767 1.72657  0.32
C -4.91944 1.13424 6.43002  -0.55
C 3.95396 5.72434 -3.26142  -0.39
C -8.14285 -0.08183 1.37890  -1.21
C -0.13067 -2.03555 4.79734  -0.32
C 5.90531 -1.73127 -6.34425  -0.14
C 2.67753 5.24588 -3.01629  -0.90
C 3.12497 -5.71892 0.33394  -1.04
C -1.52384 -6.52640 1.83733  -0.96
C -3.31331 -2.65214 -1.41643  -1.01
C 2.31149 4.73706 -5.34350  -0.46
C -1.57161 0.83915 -3.97207  -0.25
C -0.86606 6.97139 2.93219  -0.20
C -0.29348 1.35309 5.32102  -0.43
C 1.95209 4.58962 -3.98190  -0.18
C 6.32360 -0.73332 -2.55674  -0.03
C 4.80284 3.81820 0.31106  -0.62
C -3.50298 -0.01863 8.46482  -1.01
C 6.54410 -1.79631 -1.55014  -1.38
C 0.42880 6.93009 3.53520  -0.57
H -6.31074 -2.02102 4.72719  0.43
H 5.62220 -2.37093 -1.36499  0.09
H 3.14590 0.16905 4.01180  0.39
H 0.69732 -2.46327 -5.08360  0.42
H -0.82938 -5.67637 1.69511  0.11
H 4.75699 -5.23211 -2.56581  0.69
H -6.04196 -2.33745 -2.38096  0.46
H 0.50216 -3.36928 -3.52056  0.46
H -2.92162 3.70372 4.55185  0.57
H -1.04490 -1.68290 5.30780  0.11
H -2.79220 1.89163 4.40402  -0.08
H 1.55027 -1.89406 -3.56184  0.05
H -0.81621 0.82519 -3.11158  -0.29
H -8.94668 0.58835 1.75944  0.41
H -2.81895 1.67287 -6.32481  0.38
H 2.72163 1.00559 -5.67315  0.35
H -5.77369 -5.07572 0.60417  -0.21
H -3.67323 3.15234 -5.90108  0.35
H -5.77387 -3.68033 4.58763  0.45
H 7.33878 2.49495 -6.81675  0.45
H -6.05358 -6.64645 -0.10236  0.36
H 5.32344 6.40512 -4.83597  0.29
H 2.34214 5.26213 -1.99620  0.58
H 1.33789 -6.97082 0.51539  0.62
H 4.66638 -4.38500 -0.21103  0.68
H -4.01121 1.61404 -5.08096  0.35
H 5.54130 -0.69761 -6.46705  -0.10
H -5.79138 1.22064 7.05255  0.56
H -2.57320 -2.42233 -2.13203  0.52
H 4.10154 3.34917 -0.35325  -0.09
H -4.32829 0.27544 9.08062  0.45
H -7.68877 0.30611 0.44904  0.08
H 7.31418 -2.51512 -1.83283  0.40
H 0.97535 4.22847 -3.67977  0.40
H -2.86299 0.88237 8.43791  0.17
H 6.58344 -1.93564 -7.18782  0.40
H 2.17664 5.85876 3.62549  0.68
H 2.45896 -1.66240 1.78650  0.04
H -1.04433 0.67198 5.05496  -0.15
H 0.44867 -2.38661 5.65107  0.53
H 5.77486 3.44674 -0.26854  0.22
H 1.22117 -5.67961 -4.53128  0.36
H 5.18548 2.15046 1.70176  0.33
H -3.05809 -5.38511 0.74998  -0.04
H -6.11132 -2.45022 -0.61840  0.12
H 1.66928 4.48873 -6.13552  0.77
H -1.63561 -2.71809 1.62701  -0.16
H 3.30015 -2.06453 4.30347  -0.02
H -3.20805 2.67482 0.51774  -0.71
H 2.95988 -2.61230 0.46902  0.23
H 1.13867 -4.86434 -6.12938  0.35
H 3.33848 1.70286 -7.95634  0.44
H -6.65821 -0.98310 -1.35939  0.31
H 3.03685 -3.79982 4.26621  0.27
H 4.22814 0.58555 2.78670  0.65
H 3.14832 -6.99195 -3.31515  0.60
H 5.54841 -0.02413 -2.30927  -0.09
H -2.98222 -2.90309 -0.39275  -0.17
H -4.76086 1.97443 0.97693  -0.22
H 2.00979 -3.35990 1.75060  -0.04
H 5.03528 -2.33219 -6.27326  0.09
H -0.50347 -1.55981 2.07254  -0.18
H -5.25119 5.30026 3.45813  0.15
H -2.35918 0.16098 -3.72499  0.17
H 5.70097 3.69359 2.36305  0.30
H 7.21753 -0.16717 -2.76875  0.53
H 0.42479 1.62556 4.54278  0.10
H -1.27058 -6.82365 2.87647  0.29
H -1.97032 -1.48882 2.88609  0.68
H -4.55240 -2.39805 4.49047  0.01
H -1.47461 -7.31079 1.07261  0.41
H 5.79506 2.39251 -8.49278  0.43
H 0.74565 7.75184 4.20754  0.42
H 4.74378 -3.06798 4.56136  0.41
H -8.60486 -1.05052 1.10487  0.36
H -0.57141 4.26416 0.88870  0.92
H -1.62939 2.89513 3.47982  -0.26
H 4.48553 1.13361 -3.87484  0.06
H -6.91471 5.97096 3.14644  0.39
H -7.74372 -0.55975 3.36311  0.49
H -2.26246 5.84981 1.61183  0.32
H -4.20447 1.92892 6.68220  0.12
H -6.69096 0.68400 2.58271  0.19
H 2.53579 0.83501 2.41276  -0.25
H 0.36128 -1.21287 4.28322  -0.16
H 6.82020 -1.27760 -0.65610  0.54
H -3.13315 -5.30667 2.55081  0.29
H 4.74666 4.89517 0.38983  0.44
H -5.14554 1.11289 5.35651  -0.06
H -5.71044 2.98485 -1.19045  0.37
H -1.05849 0.50320 -4.91880  0.45
H 4.52962 6.20006 -2.48345  0.46
H 0.15683 0.88871 6.17720  0.64
H -5.45381 6.49764 2.18145  0.33
H -3.00071 -0.85463 8.92815  0.38
H -3.90510 -3.45277 -1.89045  0.52
H -4.06399 3.65974 -1.51735  0.34
H 2.63854 -5.81018 -5.74083  0.35
H -4.23740 1.99902 -1.41517  0.02
H 1.59361 4.24732 1.86321  0.40
H 3.16105 -5.62340 1.39193  0.57
H -7.25407 -5.96828 1.15558  0.35

Values from the calculation:
* electronic energy: -10686.40579 hartree
* charge: -1
* lowest unoccupied orbital energy: 0.882 eV
* molecular weight: 1840.33 g mol⁻¹
* largest force on an atom: 5.13 eV/Å
* HOMO energy: -7.08 eV
* HOMO-LUMO gap: 7.96 eV